Record 1
Formula: C55H56IrN3PS
Source: the OMol25 dataset
Level of theory: wB97M-V/def2-TZVPD

- max |F| (eV Å⁻¹) = 1.1
- LUMO energy (eV) = -3.72
- energy above the lowest of the compared OMol25 structures with the same formula, charge and spin (kcal per mole) = 0.00
- net charge = +1

The geometry in XYZ format:
```
117
C55H56IrN3PS (wB97M-V/def2-TZVPD)
Ir 0.5130 0.0256 -0.1330
C -3.8947 3.1215 1.7186
C -2.8898 2.2102 1.0141
C -2.1906 2.9364 -0.1317
C -3.5192 0.9234 0.5196
C -4.8062 0.9086 -0.0130
C -5.4036 -0.2783 -0.3964
C -4.7398 -1.4844 -0.2104
C -3.4511 -1.5223 0.3080
C -2.7402 -2.8531 0.5223
C -3.7050 -3.9747 0.9051
C -1.8980 -3.2552 -0.6930
C -2.8455 -0.2914 0.6105
N -1.4713 -0.3112 1.0313
C -1.2801 -0.6472 2.2492
C 0.1198 -0.8502 2.7160
N 1.0555 -0.6015 1.8913
C 2.4068 -0.8634 2.2972
C 3.2185 0.1768 2.7714
C 4.5327 -0.1567 3.0869
C 5.0221 -1.4427 2.9273
C 4.1892 -2.4423 2.4604
C 2.8625 -2.1770 2.1400
C 1.9923 -3.3002 1.5992
C 1.9527 -4.4919 2.5590
C 2.4640 -3.7277 0.2059
C 2.7918 1.6216 3.0188
C 1.6855 1.7701 4.0668
C 2.4417 2.4211 1.7611
C 0.0695 -1.2663 4.1192
C 1.0043 -1.5886 5.0679
C 0.5527 -1.9104 6.3697
C -0.7790 -1.9048 6.7043
C -1.7639 -1.5729 5.7398
C -3.1665 -1.5168 5.9361
C -4.0023 -1.1703 4.9035
C -3.5182 -0.8585 3.6111
C -2.1639 -0.9070 3.3941
C -1.3033 -1.2639 4.4617
H -3.3671 3.9371 2.2138
H -4.4678 2.5802 2.4728
H -4.5968 3.5691 1.0137
H -2.1245 1.9424 1.7481
H -2.8701 3.0873 -0.9742
H -1.3410 2.3482 -0.4823
H -1.8200 3.9095 0.1972
H -5.3521 1.8373 -0.1137
H -6.4015 -0.2717 -0.8150
H -5.2396 -2.4087 -0.4671
H -2.0519 -2.7332 1.3602
H -4.3217 -4.2854 0.0606
H -4.3665 -3.6753 1.7195
H -3.1400 -4.8486 1.2305
H -2.5084 -3.2587 -1.5990
H -1.4996 -4.2622 -0.5576
H -1.0605 -2.5691 -0.8401
H 5.1877 0.6190 3.4639
H 6.0536 -1.6633 3.1677
H 4.5760 -3.4453 2.3324
H 0.9695 -2.9371 1.4887
H 2.9332 -4.9597 2.6554
H 1.2620 -5.2494 2.1857
H 1.6222 -4.1925 3.5550
H 3.5205 -4.0007 0.2149
H 2.3317 -2.9207 -0.5171
H 1.8939 -4.5931 -0.1370
H 3.6821 2.0918 3.4433
H 0.7220 1.4268 3.6888
H 1.5717 2.8231 4.3282
H 1.9140 1.2197 4.9802
H 1.4915 2.1037 1.3258
H 3.2098 2.3270 0.9920
H 2.3521 3.4774 2.0220
H 2.0627 -1.5992 4.8449
H 1.2864 -2.1673 7.1216
H -1.0832 -2.1560 7.7127
H -3.5789 -1.7503 6.9097
H -5.0694 -1.1336 5.0764
H -4.2143 -0.5891 2.8292
N -2.0930 -0.5935 -2.3289
C -2.1978 0.6456 -3.0054
C -3.3935 1.0653 -3.5851
C -3.4459 2.2350 -4.3190
C -2.2891 2.9822 -4.5138
C -1.1081 2.5809 -3.9172
C -1.0577 1.4377 -3.1140
P 0.4855 0.9258 -2.2743
C 1.4856 2.4559 -2.2840
C 2.8308 2.4326 -2.6473
C 3.6152 3.5706 -2.5295
C 3.0667 4.7474 -2.0451
C 1.7261 4.7846 -1.6885
C 0.9417 3.6489 -1.8056
C 1.2017 -0.1741 -3.5317
C 1.1991 -1.5472 -3.3005
C 1.6870 -2.4192 -4.2630
C 2.1869 -1.9210 -5.4570
C 2.1848 -0.5528 -5.6952
C 1.6906 0.3195 -4.7389
H -3.0043 -0.9457 -2.0629
H -1.6316 -1.2931 -2.9003
H -4.2774 0.4489 -3.4691
H -4.3782 2.5463 -4.7713
H -2.3102 3.8767 -5.1213
H -0.2196 3.1800 -4.0596
H 3.2693 1.5288 -3.0422
H 4.6566 3.5352 -2.8214
H 3.6780 5.6355 -1.9544
H 1.2864 5.7028 -1.3217
H -0.1006 3.6978 -1.5262
H 0.8284 -1.9248 -2.3529
H 1.6878 -3.4849 -4.0752
H 2.5812 -2.5980 -6.2031
H 2.5673 -0.1644 -6.6297
H 1.6830 1.3843 -4.9370
S 3.7649 -0.2068 -0.7873
C 2.2468 -0.1092 -0.4879
```

Record 2
Formula: C21H25AsN3O2S4Tc
Source: the OMol25 dataset
Level of theory: wB97M-V/def2-TZVPD

- max |F| (eV Å⁻¹) = 3.3
- LUMO energy (alpha / beta) (eV) = -9.49 / -9.49
- energy above the lowest of the compared OMol25 structures with the same formula, charge and spin (kcal per mole) = 0.29
- net charge = +2

The geometry in XYZ format:
```
57
C21H25AsN3O2S4Tc (wB97M-V/def2-TZVPD)
Tc 0.1688 -0.1169 0.0070
C 1.7891 -2.7047 -0.7004
N 0.4420 -2.1268 -0.8605
C -0.5597 -3.0664 -0.3073
C -0.4779 -3.3304 1.1928
C -0.6631 -2.1030 2.1099
N -1.1491 -0.9212 1.4420
C -2.2736 -0.4333 1.8265
C -2.7907 0.8583 1.4808
C -4.0133 1.3024 1.9942
C -4.4252 2.6083 1.8163
C -3.6034 3.5181 1.1578
C -2.3939 3.1141 0.6298
C -1.9880 1.7728 0.7421
O -0.8987 1.3388 0.1694
C 0.1387 -2.0190 -2.3087
C 1.0522 -1.1065 -3.1277
C 1.0392 0.3752 -2.7273
N 1.4611 0.5601 -1.3604
C 2.5147 1.2669 -1.1062
C 3.0864 1.4194 0.1864
C 4.1089 2.3632 0.3892
C 4.7432 2.4745 1.6046
C 4.4318 1.5840 2.6359
C 3.4465 0.6402 2.4718
C 2.7018 0.5723 1.2760
O 1.7136 -0.2740 1.1976
H 1.8498 -3.6672 -1.2172
H 2.0212 -2.8583 0.3506
H 2.5499 -2.0415 -1.1078
H -0.4545 -4.0348 -0.8125
H -1.5520 -2.6700 -0.5449
H 0.4590 -3.8213 1.4485
H -1.2722 -4.0470 1.4052
H 0.3016 -1.8159 2.5375
H -1.3286 -2.3755 2.9328
H -2.8675 -0.9846 2.5513
H -4.6323 0.6089 2.5461
H -5.3704 2.9330 2.2194
H -3.9111 4.5470 1.0523
H -1.7261 3.8172 0.1565
H -0.8975 -1.6762 -2.4128
H 0.2025 -3.0218 -2.7493
H 0.7082 -1.1673 -4.1629
H 2.0788 -1.4752 -3.1090
H 0.0222 0.7733 -2.8169
H 1.6844 0.9275 -3.4173
H 3.0471 1.7580 -1.9213
H 4.3703 3.0272 -0.4225
H 5.4885 3.2399 1.7584
H 4.9672 1.6438 3.5699
H 3.2081 -0.0555 3.2595
S -4.7994 0.6010 -1.5216
As -4.0668 0.2100 -3.5631
S -3.1206 -0.6311 -1.7419
S -1.8865 2.5657 -2.1896
S -2.6753 2.1259 -3.9067
```

Record 3
Formula: C21H26HfI5N2O4P
Source: the OMol25 dataset
Level of theory: wB97M-V/def2-TZVPD

- max |F| (eV Å⁻¹) = 6.2
- LUMO energy (eV) = -15.29
- energy above the lowest of the compared OMol25 structures with the same formula, charge and spin (kcal per mole) = 0.00
- net charge = +4

The geometry in XYZ format:
```
60
C21H26HfI5N2O4P (wB97M-V/def2-TZVPD)
C -3.4399 -1.6459 3.3059
C -4.4658 -2.4223 2.3411
C -3.6956 -3.1713 1.1347
C -3.6745 -2.2897 -0.2412
C -2.8183 -3.0197 -1.4112
C -2.9065 -2.2444 -2.8254
C -1.5992 -2.4683 -3.7495
C -0.3403 -1.7627 -3.0334
N -0.6072 -0.7266 -2.1085
C 0.5749 -0.1784 -1.4845
C 0.3347 0.9663 -0.4323
P -1.3748 1.6308 0.0064
O -1.6579 1.5244 1.5270
O -1.3133 3.3303 -0.3141
O -2.6537 1.0348 -0.9083
C 1.5551 1.6296 0.3726
C 1.3581 2.7591 1.4874
I 2.4368 4.6364 1.0197
C 1.7295 2.1967 2.9681
C 0.6223 2.8097 4.0065
I 1.4804 0.0157 3.0851
C 3.0255 1.0811 0.0471
C 4.3707 1.6045 0.7195
I 5.1849 0.9954 2.6333
C 5.1549 2.5544 -0.0399
C 4.6973 3.0606 -1.5027
I 7.0176 3.3616 0.7596
C 3.2304 -0.0431 -1.0359
I 5.2586 -0.7421 -1.4813
C 2.0021 -0.7071 -1.8352
N 2.3598 -1.7082 -2.7834
C 1.1345 -2.2031 -3.3523
O 1.2760 -3.2424 -4.3174
H -2.4250 -2.1830 3.3618
H -3.8955 -1.6128 4.3617
H -3.2883 -0.5707 2.9439
H -5.0177 -3.2282 2.9651
H -5.1999 -1.6663 1.8997
H -2.6280 -3.4751 1.4075
H -4.2622 -4.1396 0.8868
H -3.1814 -1.2871 0.0169
H -4.7584 -2.0673 -0.5569
H -3.2869 -4.0710 -1.5252
H -1.7254 -3.1479 -1.0756
H -3.1106 -1.1268 -2.6015
H -3.8549 -2.6132 -3.3678
H -1.3901 -3.5900 -3.8166
H -1.8143 -1.9698 -4.7613
H -0.4362 3.5100 -0.7346
H -2.5237 1.1888 -1.8772
H 0.2613 3.1149 1.5960
H 2.7364 2.5711 3.3487
H 0.3024 3.8714 3.7363
H 0.9265 2.6697 5.0984
H -0.3152 2.1443 3.8549
H 5.6327 3.5601 -1.9666
H 3.8485 3.8234 -1.4797
H 4.4628 2.1557 -2.1797
H 1.8803 -3.8858 -3.8525
Hf 8.8057 5.4091 1.7600
```